# 1
C33H33ClFeN6O2PS | wB97M-V/def2-TZVPD

Output
Gap between HOMO and LUMO (alpha / beta) (eV): 7.983 / 6.807

Geometry as ORCA input:
```
! RIJCOSX wB97M-V def2-TZVPD def2/J DEFGRID3
* xyz 2 6
C 3.67633 -2.25197 -1.67518
H -2.08702 -2.19801 -3.73703
H -5.91632 3.01516 0.14561
H -3.65949 -1.39456 -3.90304
C 1.32080 -1.50990 -2.81443
H -2.34307 -3.36295 2.43098
C 2.71707 -1.54412 -0.97670
C -0.25517 3.26197 -2.46855
H 3.20884 2.50360 2.93959
H -6.64670 2.72287 -2.19681
O -0.72474 1.60030 -0.31100
C 0.24030 2.20492 -3.22857
N -1.79621 -2.64617 2.87083
H 0.36626 -1.20915 -3.21727
C -0.89426 4.25525 0.21870
C 2.24232 -2.20638 -3.57179
C -3.83093 3.00641 -0.34392
C 0.54688 4.80556 -4.13647
C -3.29940 2.74766 -2.68817
H 4.16059 3.19376 -1.18576
C 1.61480 0.66710 3.88963
C 0.22911 5.10069 2.17009
H 0.66809 5.82083 -4.48973
H 0.42835 3.09196 1.43143
N -3.44725 -0.45345 -1.53230
C 3.60190 2.69675 -0.40528
O -1.24282 -0.40786 -1.89735
C 1.33600 0.57344 2.42615
H -2.56908 2.69574 -3.48678
C -5.18150 2.93004 -0.64408
H -3.51178 3.14740 0.68259
H 1.39797 1.67426 4.25373
C -2.39621 -0.67454 -2.30296
H -0.18840 7.14092 2.67674
C -0.02452 4.06222 1.28726
H -2.25254 5.62948 -0.74589
C 3.79855 2.99452 0.93212
H 2.01703 -2.45582 -4.59909
C 1.04636 3.74629 -4.88284
H 2.50968 1.45170 -1.76737
H 1.00337 -0.03885 4.43730
H 1.27130 1.61587 -5.01557
C -1.03351 -1.81530 2.14878
S -1.12088 -1.98523 0.41041
C 2.14928 1.35165 1.47356
C -1.53356 5.48671 0.05249
P -1.14687 2.92726 -0.94329
H 2.88174 -1.27623 0.05721
C -0.10463 4.56752 -2.93663
H 2.66951 0.46382 4.08239
Cl 5.13180 -2.69714 -0.88479
N -0.29451 -0.94212 2.75729
H -4.97772 2.56810 -4.01009
H -3.31512 -0.07789 -0.60516
N 1.55955 -1.16954 -1.53733
H 0.89882 4.95034 3.00714
C 3.06825 2.30396 1.88707
C -2.60845 -1.24252 -3.66989
C -2.88302 2.91106 -1.36693
C 3.44449 -2.58692 -2.99964
Fe 0.11930 -0.17282 -0.33261
C -5.59066 2.76602 -1.96308
C 2.67456 1.72343 -0.73354
N 1.95398 1.07007 0.17895
H 4.51633 3.74649 1.23207
H -1.74951 -2.60613 3.87582
H -4.38061 -0.66675 -1.84037
H -0.48326 5.40443 -2.36503
N 0.43600 -0.17588 1.89559
H 1.54858 3.93651 -5.82212
C -1.27298 6.52184 0.93451
H 0.08980 1.18631 -2.89523
C -0.38630 6.33056 1.98754
H -1.76911 7.47477 0.80883
C -4.65338 2.67636 -2.98320
C 0.89047 2.44340 -4.43014
H 4.18692 -3.13907 -3.56063
H -2.17205 -0.56487 -4.40449
*
```

# 2
C33H33FInN2O3Te | wB97M-V/def2-TZVPD

Output
Gap between HOMO and LUMO (eV): 6.770
ΔE to the lowest compared entry with this formula, charge and spin (kJ/mol): 0.0

Geometry as ORCA input:
```
! RIJCOSX wB97M-V def2-TZVPD def2/J DEFGRID3
* xyz 1 1
C 0.26886 -3.90900 -0.75203
C -3.12526 -0.93303 -0.23901
C 1.70559 -3.70344 -0.38806
H 0.81157 2.77527 -1.18701
C -1.03871 4.80085 -1.44972
C -1.71803 0.66466 1.21139
C -1.76896 3.78954 -2.07157
C 1.24548 2.03105 -1.85553
H -0.52694 3.93183 3.94946
H 1.38513 -0.12662 2.64660
C -3.63659 -2.22241 -0.32200
C -0.92722 2.74678 2.19903
H -2.55055 0.82242 -1.31860
C -1.55898 5.45405 -0.34158
N 2.43955 -4.65713 0.14159
H 4.30795 -3.85941 -0.39643
H -3.21866 5.62281 1.00693
H 5.31719 -1.71356 3.20697
H 1.05131 -5.88852 1.16093
C 0.53793 1.40256 0.82595
H 2.67145 -6.54889 0.97221
H -3.82471 -2.77240 0.59125
C -0.47322 0.43782 0.61869
C 3.84428 -4.36541 0.44626
C -2.81000 5.10547 0.14835
F 0.99163 -1.65852 -3.25016
H 3.00630 -1.38824 4.01704
H -0.99235 6.24871 0.12751
H -2.89168 1.92427 2.45414
C 2.78244 0.23234 1.04998
C 4.09088 0.04041 0.59240
O -3.45583 -0.66137 2.08525
C 1.89378 -5.97677 0.47799
H 6.01441 -0.79064 1.02375
C 0.31224 2.52290 1.60950
C -2.82322 -0.34985 1.10206
In 1.17799 -0.97963 -1.44656
C -1.92043 1.79870 1.98977
C 2.39578 -0.28097 2.29129
Te -1.00576 2.83203 -3.78859
H -0.33837 -3.17230 -0.21662
H 1.96823 2.52831 -2.50288
H -0.93291 4.87469 2.51854
C -3.89670 -2.78226 -1.56464
C 0.16100 1.39059 -2.70060
H 0.16386 -3.72596 -1.82585
H 1.58782 -6.51366 -0.41828
H -4.28943 -3.78855 -1.63222
C 4.60217 -1.17808 2.59524
O -0.24398 -0.72369 -0.02342
C -3.19137 -0.74560 -2.63980
H -0.07545 5.09657 -1.84687
H 1.11909 3.23058 1.76802
H -0.56041 0.84217 -2.08930
N 2.02386 1.04276 -1.06655
H 4.35985 -5.30086 0.63644
C 1.82834 0.98800 0.22865
H 3.91664 -3.71871 1.32074
H -3.88223 -2.48461 -3.68921
H -4.52874 3.84508 -0.10513
O 2.25186 -2.57101 -0.59756
C -3.03027 3.45467 -1.58585
C 3.30411 -0.99225 3.05554
C -3.67098 -2.04767 -2.72195
C -2.91441 -0.19560 -1.39886
H -3.61989 2.69511 -2.08318
C 4.99622 -0.66233 1.36568
C -3.54558 4.10785 -0.47388
C -1.16028 3.95654 3.06123
H -3.03746 -0.16056 -3.53846
H 4.39098 0.47308 -0.35261
H -2.19668 4.00736 3.39102
H 0.56788 0.73161 -3.47377
H -0.11142 -4.89986 -0.53307
*
```

# 3
C33H33InN4O6 | wB97M-V/def2-TZVPD

Output
Gap between HOMO and LUMO (eV): 6.811
ΔE to the lowest compared entry with this formula, charge and spin (kJ/mol): 0.0

Geometry as ORCA input:
```
! RIJCOSX wB97M-V def2-TZVPD def2/J DEFGRID3
* xyz 0 1
H -1.27182 3.68015 5.85051
O -0.90856 -0.21209 1.75758
H -4.09961 0.40293 -2.92347
C -1.04123 1.88921 -1.05647
C -2.46741 0.62094 3.94812
In 0.20264 -0.53713 -0.17996
H 0.15441 2.82095 4.21901
H 0.89869 4.91587 -3.06006
C 2.28044 -6.21560 1.41457
H -2.78949 -1.86978 -0.70733
C -1.95863 -1.15639 -2.90399
H -3.00690 -0.21546 0.18921
H 3.72369 -9.27451 -1.41366
C -0.07668 4.12059 -1.31480
C -3.08270 -0.81203 -0.75065
H 3.63042 0.19693 -4.31768
O 0.47275 -2.52709 0.43094
C -3.26522 0.93294 -2.46848
H -2.98299 3.67123 2.23472
C 2.19433 1.72644 0.52847
C 2.70516 -6.45379 -0.99768
H -4.21200 0.59848 5.14445
C -3.27790 1.13110 4.93720
H 2.26411 -6.58475 2.42717
C 2.71063 1.32383 -0.78570
C -0.41888 0.73851 2.46692
C -1.61863 2.84209 5.34302
H -4.15684 -0.85945 -1.02304
H 1.95253 4.92633 -1.56891
H 1.77153 -0.87813 -3.07273
H -3.54798 2.60659 6.44891
C 1.12605 -3.09171 -0.52367
H -0.76004 5.56884 0.11298
H -2.26188 -0.66195 2.60090
H -3.72740 4.62255 1.02660
H -1.35616 -0.75518 -3.71178
C -0.22676 2.79781 -1.74661
C 2.36643 -0.07271 -2.64523
O 3.29391 -8.21373 0.28300
H 4.28553 2.69020 -0.90033
N 0.68760 1.41437 2.24102
H 2.62927 2.56400 1.07358
H -2.88288 -1.53233 -3.30722
N -1.07890 0.52172 -1.44855
C 3.47583 0.48277 -3.30536
C -2.85366 2.24863 5.68669
O 3.30137 -7.35190 -1.85039
C 0.89920 5.08036 -1.96738
H -2.90531 1.53084 -3.31463
H 2.22509 -4.76294 -2.25689
H -1.42534 -1.97390 -2.41500
C -1.21600 1.16749 3.63663
C -2.32486 -0.09961 -1.86682
O -2.93306 -0.45008 3.25648
C 2.25440 -5.21604 -1.25779
C -1.86533 3.79415 0.29905
C 2.71506 -6.91924 0.31066
H 1.54359 -4.20608 1.83488
H 0.58828 6.06745 -1.78311
C 1.78270 -4.43154 -0.19690
H 5.00023 -8.12806 -0.96539
N 2.03439 0.30907 -1.41162
H -3.66093 1.60787 -1.71556
O 1.25545 -2.53519 -1.64178
C -2.71393 4.36339 1.40464
C -0.80444 2.28704 4.37866
C 1.81236 -4.91498 1.07958
C 3.77198 1.93167 -1.39926
C 3.88537 -8.29061 -0.98594
C 4.17348 1.48215 -2.63256
N 1.23845 1.04712 1.05680
H -2.56766 1.75551 0.39170
H 4.95244 2.00208 -3.11334
H 0.48911 2.43596 -2.51612
C -1.93153 2.45805 -0.12971
H -2.21895 5.27299 1.80435
C -0.85038 4.55478 -0.26550
*
```

# 4
C33H34AlIN4P | wB97M-V/def2-TZVPD

Output
Gap between HOMO and LUMO (eV): 7.153

Geometry as ORCA input:
```
! RIJCOSX wB97M-V def2-TZVPD def2/J DEFGRID3
* xyz 3 1
H -1.20451 3.13488 3.73065
H -4.02691 -5.51192 -0.09726
C 1.19982 -1.42707 1.08856
H 3.69295 -2.94567 2.80250
H -0.50499 5.85572 -2.79988
H -3.35344 2.61039 2.52518
H 1.06309 3.78536 1.72039
C -0.46218 4.98717 -2.15581
N -2.32999 1.69184 0.88046
H 1.49935 -1.65141 -5.22827
C 2.75930 -2.42932 2.62280
C 0.71102 -1.48504 3.47024
H 2.48763 1.14751 2.28429
H -2.99559 0.94028 0.71455
C -2.35024 -4.21039 -0.43287
C -0.50495 -2.65102 -0.74238
I -2.50181 -0.31375 -2.41448
H 0.04783 -1.29708 4.30576
C -2.71915 2.81062 -0.02108
C 1.90221 -1.37963 -4.26201
H 0.03008 -1.66272 -3.27077
C 1.06886 -1.38109 -3.15585
H -3.44932 2.46845 -0.75513
C -2.43695 2.05854 2.31591
N -0.03495 2.08027 2.28474
H 3.07060 -2.32229 0.50499
C -3.73110 -4.49624 -0.32660
H -0.63396 -0.72891 1.96429
C -2.94278 -1.98731 -1.14801
N 1.77855 1.53076 0.34581
H 0.07290 1.36199 3.00207
C 2.91974 -0.69993 -1.76412
H 0.65076 -5.81902 -0.34718
H 3.89796 -1.05642 -4.98569
H -1.76810 -6.23301 -0.00954
C 0.37623 -3.71044 -0.64575
H -5.03283 -1.56409 -1.31932
C -1.53411 3.38843 -0.74947
H 2.32009 1.88280 -1.66573
C 1.57192 -1.04672 -1.89563
C 0.36618 -1.13448 2.17512
H 3.36291 -0.49163 -0.79507
H -3.20375 3.60622 0.54891
C 3.24175 -1.03914 -4.12621
C -4.27279 -2.27141 -1.01564
H 3.21615 2.57603 1.53536
H -2.56430 5.01421 -1.69206
C 2.01583 2.45861 -0.78752
C -0.06940 -5.01669 -0.42674
P 0.39237 -1.06129 -0.52088
C -4.67114 -3.53605 -0.54937
H 2.30292 0.68637 0.14318
C 0.75107 4.34885 -1.92202
C 2.28869 2.01457 1.65073
C -1.21579 2.88248 2.67027
H 2.82947 3.15220 -0.56529
C -1.91076 -2.88718 -0.76568
C -1.61726 4.51108 -1.54699
C 2.40623 -2.07916 1.32472
C 3.74573 -0.69979 -2.87743
Al -0.33129 1.10199 0.41751
C 1.91832 -2.13751 3.68741
C 1.21575 2.87015 2.29590
C 0.76584 3.22674 -1.12072
H 4.79112 -0.44206 -2.76960
N -0.36587 2.74899 -0.57349
H 1.44117 -3.52889 -0.70854
H 1.66749 4.72418 -2.35744
H -5.72455 -3.76043 -0.45691
C -1.40525 -5.24345 -0.25725
H 2.18618 -2.42936 4.69400
H -1.20729 3.81370 2.10041
H 1.50221 3.15424 3.30874
H -2.45097 1.14340 2.91224
*
```

# 5
C33H34Br2FeN8O4 | wB97M-V/def2-TZVPD

Output
Gap between HOMO and LUMO (alpha / beta) (eV): 6.725 / 7.228
ΔE to the lowest compared entry with this formula, charge and spin (kJ/mol): 34.6

Geometry as ORCA input:
```
! RIJCOSX wB97M-V def2-TZVPD def2/J DEFGRID3
* xyz 3 2
O -5.70619 -2.94931 -4.63544
N -5.42156 -3.70581 -3.73254
H -1.80624 3.32337 1.29795
Br 5.91977 -1.39876 4.32443
C 0.62274 2.12440 -2.25126
H 1.12177 -3.68207 -2.84782
H 2.55336 2.58026 -4.09784
H -3.15088 2.46927 -2.40812
C 2.44007 -2.09744 0.34559
C -1.41739 -1.88375 -0.08978
H 2.81777 1.87736 2.29532
C -3.52743 -2.23201 -3.21047
H 5.75810 1.05688 -1.70900
C 3.14841 0.84680 2.31978
C -2.54885 -1.80165 -2.33108
C -1.61976 3.06551 2.34606
H 0.59916 3.00113 0.57205
C 1.48963 -3.25629 -1.92528
O -0.68867 -0.89941 -0.49937
H 4.13662 0.52735 0.00903
N 1.79599 -1.33500 -0.55445
O -5.91615 -4.78971 -3.52851
C 4.71561 1.28769 -1.87708
C -2.07056 0.60386 2.22361
H -4.61907 1.49482 2.61689
C -0.04240 1.48530 3.48868
H -1.87133 0.70228 1.15454
Fe 0.96522 0.27690 0.21264
H -2.03369 0.89556 -0.84930
N 2.47388 1.24933 -1.00644
H -1.80630 3.95963 2.94263
C -4.22285 -3.90313 -1.59111
C -1.45721 1.54754 -1.48477
C 1.33819 -1.90797 -1.67485
N 0.41426 2.21905 1.19129
H -3.66621 -1.78862 -4.18587
C 4.15211 0.47959 3.18867
H -0.40436 -1.35447 1.67663
H -3.12923 -3.91366 0.25908
C 0.08815 3.04585 -3.14176
N 2.57251 -0.01413 1.46309
Br 2.24860 -5.87123 -1.20081
C 2.59301 -3.45513 0.19848
C 4.58828 -0.84229 3.17960
H 3.08358 -4.05432 0.95182
H 4.59270 1.21127 3.85129
H -1.87323 -1.01016 -2.62362
C 2.06796 1.84623 -2.14888
H 1.32080 1.78144 1.36042
H 0.42614 3.49704 2.86361
H 0.83202 -1.26410 -2.37761
H -2.80380 -0.19374 2.35433
H 0.87820 -0.89175 2.58808
C -1.28398 3.19913 -3.19694
H -4.31583 3.11488 2.67488
H -0.99435 -0.41581 3.78200
C 2.93477 2.14667 -3.18545
C -0.75780 0.24213 2.94248
C 2.09185 -4.05017 -0.95823
C 4.02176 -1.73064 2.27195
H 0.73061 3.63628 -3.77837
C -2.55279 1.93496 2.76839
C -2.42027 -2.39507 -1.07440
C -4.34732 -3.26848 -2.80943
H -4.87907 -4.72619 -1.34727
C -2.07136 2.41849 -2.36349
H -1.73063 3.90404 -3.88555
C -0.13785 2.63654 2.50150
C -3.25076 -3.45157 -0.71100
H 4.97173 2.08298 -3.85979
H -4.03095 2.27328 1.28458
H -0.47679 1.79834 4.43896
C 4.28123 1.86366 -3.05628
C 3.79230 0.98835 -0.89853
N -3.97019 2.22385 2.30508
C 3.02174 -1.28687 1.43025
H 4.38167 -2.74775 2.21029
O -1.32549 -2.38642 1.03716
H -2.63013 1.89153 3.85559
H 0.99695 1.23928 3.71221
N 0.12638 -0.50620 2.02597
N -0.12664 1.41101 -1.40909
*
```

# 6
C33H34Br2N8O6S2Ti | wB97M-V/def2-TZVPD

Output
Gap between HOMO and LUMO (alpha / beta) (eV): 3.983 / 6.214

Geometry as ORCA input:
```
! RIJCOSX wB97M-V def2-TZVPD def2/J DEFGRID3
* xyz -2 3
C -3.17261 2.60184 -3.67121
H -4.96942 0.90282 0.52775
C -3.46710 1.47208 4.28150
H -1.26912 1.80758 -2.04190
H 4.69386 -2.26040 3.12384
O 0.52775 -0.05321 2.18248
H 4.72533 -5.60261 1.32870
H 2.66527 -5.01428 -0.17343
H -1.53403 0.14288 -2.19090
C -3.87964 0.91384 0.52377
H -0.22746 -2.91080 -3.06205
S -6.54430 2.05196 -5.89913
N 2.97799 -3.09055 2.33243
C -4.29695 2.82679 -4.45527
H -0.39900 5.60731 0.72084
C 0.59357 0.33539 4.54078
H -3.56090 1.77557 -0.07323
C -4.77298 0.49181 -4.46154
H -3.53905 0.01963 -0.00333
H -4.55188 3.83095 -4.77034
C -1.43262 0.63409 3.28258
C -2.82256 1.30793 -3.28992
C 4.68694 -0.45278 -1.40101
N -1.93289 -2.65738 -2.04802
H -4.03588 1.81572 5.13208
C 3.55257 -0.37631 -0.60141
H 1.81867 4.68056 -0.54604
S 0.72842 -3.64143 1.09919
C 0.81673 2.72916 -0.26668
H -5.07145 1.68352 2.84733
H -5.40275 -0.33369 -4.77027
H 4.54117 -3.99351 3.41723
N -2.01628 0.56204 2.03949
C -1.96574 -2.35748 -0.68681
Ti -0.53218 0.21709 0.54813
Br -2.20575 1.68716 7.25592
N -1.63146 1.05552 -2.60819
H 0.49619 0.77138 6.64405
C -3.32119 0.95885 1.91307
C 4.58292 -4.69962 0.71965
C 2.16457 -0.56745 -1.18351
N -0.91189 -2.18926 -2.87497
H -2.54346 3.43455 -3.37240
O -7.67914 1.93247 -4.99075
C 2.37455 -3.73701 1.31514
H 1.72748 -1.52579 -0.89409
Br 2.43046 -0.17897 4.60996
C -4.03674 1.40005 2.99880
C -5.10060 1.77823 -4.87153
H -3.42818 -0.75519 -3.34619
C -2.11260 1.08554 4.43921
C -1.36713 1.11099 5.63778
H 5.15628 -2.63725 0.75438
C 4.95423 0.24058 1.26142
H -1.29726 -1.82808 -3.73779
O -1.20272 -1.36408 -0.33915
H 2.57669 1.96764 -1.28178
N 3.17920 -4.43988 0.47215
H -2.39085 -3.52641 -2.27151
C -0.04100 0.74013 5.70756
C 1.63378 1.69998 -0.79808
O -6.35771 3.39397 -6.44168
C 6.08632 0.16016 0.45583
H 5.07317 -4.87243 -0.23982
H 6.22504 -3.69344 1.68192
H 2.35229 -2.54431 2.90916
H 6.82078 -0.24720 -1.52057
H 7.06288 0.38969 0.86513
C 0.97684 4.10844 -0.18582
C 5.18400 -3.49657 1.42031
H 4.57691 -0.70205 -2.45106
C 3.69739 -0.03659 0.74622
H 2.82219 0.04861 1.38388
C -0.95427 3.46956 0.75322
H 5.03966 0.53371 2.30169
C -3.65573 0.25383 -3.67778
C 4.37986 -3.20150 2.67381
H 2.20880 -0.54894 -2.27644
C -0.16469 4.58473 0.47136
N 1.26899 0.47796 -0.69901
O -6.48318 0.98935 -6.89847
C -0.07129 0.27512 3.32186
N -0.37093 2.34458 0.30372
C 5.95043 -0.19173 -0.87759
O -2.70144 -2.99637 0.03855
H -1.90414 3.42121 1.26678
*
```

For the records above, the corresponding E_tot values read -114817.1524, -59059.3642, -58176.4089, -64699.5532, -229330.1976, -243857.1257 eV.
For the records above, the corresponding maximum force values read 0.0181, 0.0015, 0.0438, 0.0264, 0.0262, 0.0201 Eh/bohr.